{"formula": "C19H35N5OSTl", "method": "wB97M-V/def2-TZVPD", "species": ["Tl", "C", "C", "C", "C", "C", "C", "C", "C", "C", "C", "H", "H", "H", "H", "H", "H", "H", "H", "H", "H", "H", "H", "H", "H", "H", "N", "N", "C", "N", "S", "H", "H", "H", "H", "H", "C", "C", "N", "C", "C", "N", "H", "H", "H", "H", "H", "H", "C", "C", "C", "C", "O", "H", "H", "H", "H", "H", "H", "H", "H", "H"], "coordinates": [[0.4043, 0.6461, 0.1723], [2.5870, 0.5979, 1.9380], [1.8416, 1.4889, 2.7464], [0.8069, 0.7611, 3.3637], [0.8931, -0.5805, 2.9381], [2.0011, -0.6895, 2.0629], [2.6071, -1.9726, 1.5782], [0.0599, -1.7300, 3.4233], [-0.1687, 1.3203, 4.3561], [2.0819, 2.9592, 2.9244], [3.8494, 0.9057, 1.1821], [3.2878, -1.7993, 0.7408], [1.8555, -2.6931, 1.2429], [3.1915, -2.4677, 2.3641], [-0.9653, -1.4252, 3.6569], [0.4667, -2.1838, 4.3364], [-0.0038, -2.5246, 2.6759], [-0.5292, 2.3116, 4.0635], [0.2715, 1.4285, 5.3549], [-1.0429, 0.6755, 4.4679], [1.1538, 3.5341, 2.8505], [2.7607, 3.3493, 2.1645], [2.5225, 3.1935, 3.9009], [4.7450, 0.5713, 1.7202], [3.9597, 1.9781, 1.0130], [3.8637, 0.4334, 0.1969], [0.9300, -1.4117, -1.2348], [1.1666, -1.2811, -2.6139], [1.6513, -0.2124, -3.2331], [1.6624, -0.2969, -4.6147], [2.2734, 1.1596, -2.4754], [1.7948, -1.7757, -0.8410], [-0.3275, -2.5164, -1.4509], [0.7802, -2.0178, -3.1954], [0.9389, -0.8607, -5.0363], [1.8075, 0.5961, -5.0548], [-2.8931, 0.8691, 2.2427], [-3.6593, 0.7070, 0.9785], [-3.4997, 1.4065, -0.1156], [-4.3935, 0.8949, -1.0241], [-5.1099, -0.1220, -0.4704], [-4.6394, -0.2257, 0.8204], [-1.9966, 1.4513, 2.0448], [-2.5755, -0.0967, 2.6380], [-3.4858, 1.3787, 3.0058], [-4.4634, 1.2845, -2.0253], [-5.8685, -0.7741, -0.8643], [-4.8804, -0.9334, 1.4901], [-2.9659, -4.3826, -1.2680], [-1.7550, -3.6506, -0.7058], [-0.8788, -4.6136, 0.1000], [-2.2055, -2.4842, 0.1769], [-1.0268, -3.1538, -1.8143], [-3.5673, -4.8189, -0.4673], [-2.6403, -5.1810, -1.9368], [-3.5836, -3.6871, -1.8385], [-1.4102, -5.0019, 0.9728], [0.0185, -4.0956, 0.4445], [-0.5714, -5.4524, -0.5267], [-2.8469, -2.8320, 0.9930], [-2.7530, -1.7626, -0.4307], [-1.3452, -1.9767, 0.6172]], "forces_ev_per_a": [[-0.004, -0.012, 0.026], [0.048, 0.024, -0.013], [0.003, -0.011, -0.030], [-0.008, 0.014, 0.008], [0.019, -0.018, -0.064], [-0.017, -0.006, 0.051], [0.008, -0.014, -0.040], [-0.014, 0.001, 0.034], [-0.014, 0.013, -0.033], [0.009, -0.016, 0.019], [-0.006, -0.019, 0.012], [0.004, -0.002, 0.011], [-0.016, 0.001, 0.003], [0.012, -0.004, 0.001], [0.017, -0.009, -0.004], [-0.003, -0.007, -0.002], [-0.002, -0.009, -0.012], [-0.013, 0.009, 0.000], [0.010, 0.010, 0.004], [-0.025, -0.007, 0.005], [-0.012, 0.010, 0.002], [0.007, 0.005, -0.009], [0.006, 0.011, 0.008], [-0.001, 0.001, 0.012], [0.003, 0.015, -0.011], [0.003, -0.004, -0.006], [0.017, -0.005, -0.006], [0.016, 0.300, -0.065], [-0.094, -0.172, 0.166], [0.027, 0.004, -0.033], [-0.006, -0.086, -0.021], [0.026, -0.033, -0.012], [0.097, -0.044, -0.040], [0.015, 0.015, -0.007], [-0.001, 0.008, -0.001], [-0.010, -0.005, 0.004], [-0.030, 0.021, 0.005], [0.050, -0.028, 0.066], [0.024, 0.072, -0.047], [-0.099, -0.050, -0.007], [0.031, -0.005, 0.021], [-0.008, 0.026, -0.044], [-0.006, 0.013, 0.008], [0.007, -0.026, 0.002], [0.007, -0.001, 0.013], [-0.002, 0.010, -0.026], [-0.019, -0.006, 0.007], [-0.006, -0.014, -0.013], [0.011, 0.020, -0.006], [0.059, 0.023, 0.001], [-0.020, 0.049, 0.000], [-0.010, -0.054, -0.025], [-0.074, -0.013, 0.095], [-0.016, -0.007, 0.009], [0.006, -0.008, -0.008], [-0.017, 0.002, -0.003], [-0.005, -0.006, 0.014], [-0.005, -0.001, -0.001], [0.009, -0.004, -0.016], [-0.012, -0.007, -0.002], [-0.025, 0.027, 0.007], [0.050, 0.011, -0.004]], "nbo_charge": [0.757, -0.193, -0.065, -0.154, -0.129, -0.193, -0.615, -0.622, -0.621, -0.635, -0.627, 0.205, 0.199, 0.191, 0.190, 0.190, 0.204, 0.198, 0.192, 0.195, 0.197, 0.203, 0.188, 0.188, 0.203, 0.218, -0.954, -0.411, 0.290, -0.825, -0.357, 0.333, 0.501, 0.363, 0.368, 0.398, -0.663, 0.361, -0.454, -0.095, -0.132, -0.529, 0.262, 0.225, 0.216, 0.202, 0.210, 0.411, -0.610, 0.241, -0.625, -0.625, -0.805, 0.190, 0.205, 0.208, 0.192, 0.216, 0.203, 0.184, 0.217, 0.222], "de_lowest_kcal_mol": 0.0, "total_charge": -1, "multiplicity": 1}

---

{"formula": "C19H36B2Br2Ca2KLiO12", "method": "wB97M-V/def2-TZVPD", "species": ["C", "B", "C", "C", "C", "O", "C", "C", "C", "C", "C", "C", "C", "O", "B", "O", "O", "H", "H", "H", "H", "H", "H", "H", "H", "H", "H", "H", "H", "H", "H", "H", "H", "H", "H", "H", "Br", "C", "C", "Br", "H", "H", "H", "H", "Ca", "O", "H", "Ca", "O", "C", "C", "O", "H", "H", "H", "H", "C", "O", "O", "O", "C", "C", "O", "C", "H", "H", "H", "H", "H", "H", "Li", "K", "O", "H", "H"], "coordinates": [[-2.0996, 5.9155, 3.4854], [-0.9649, 5.8926, 2.2828], [-1.7170, 5.6631, 0.8124], [-0.8651, 4.5950, -0.0725], [-1.0541, 4.8614, -1.6693], [-1.1976, 3.2256, 0.3187], [0.0433, 2.5926, 0.7387], [-0.1471, 1.1364, 1.4382], [-1.3976, 0.6365, 2.2400], [-1.3246, -0.8088, 2.8616], [-0.0783, -1.7366, 2.7168], [1.1720, -1.2436, 1.9177], [1.0962, 0.1792, 1.2975], [-0.1362, 7.1413, 2.2697], [1.2517, 6.7624, 2.2790], [2.0612, 6.9737, 1.0789], [1.9351, 6.1588, 3.4068], [-2.7580, 4.9539, 3.4005], [-1.5315, 5.8978, 4.4865], [-2.7525, 6.8666, 3.3813], [-0.1941, 4.9980, 2.5215], [-2.8216, 5.3595, 0.9129], [-1.5995, 6.6701, 0.2537], [0.2417, 4.8626, 0.1340], [-0.7702, 3.9267, -2.2640], [-0.2794, 5.6713, -1.9603], [-2.0760, 5.2958, -1.9305], [0.6572, 3.2169, 1.4898], [0.6390, 2.3878, -0.2346], [-2.3131, 1.3222, 2.3773], [-2.2015, -1.2552, 3.4571], [0.0009, -2.7761, 3.1862], [2.1319, -1.8365, 1.7760], [2.0255, 0.5576, 0.7358], [1.5433, 6.6705, 0.3015], [2.4817, 5.4443, 3.0116], [2.2684, -1.1730, -0.8060], [2.8906, -2.3917, -2.1993], [1.8845, -3.4865, -2.4511], [1.9454, -4.8422, -1.0484], [3.8652, -2.7620, -1.8871], [3.0110, -1.7699, -3.0880], [2.1164, -4.0211, -3.3727], [0.8573, -3.1246, -2.4994], [-3.2767, 2.9288, 1.7923], [-0.4900, -1.7198, -3.1648], [0.2444, -1.4497, -2.6177], [-2.2248, -0.3875, -2.7520], [-4.5689, -1.9490, 1.6810], [-5.1149, -3.0499, 2.2132], [-3.9661, -3.9849, 2.8186], [-4.5192, -5.0833, 3.3414], [-5.7003, -3.7011, 1.5319], [-5.8304, -2.9023, 3.0364], [-3.3909, -3.3333, 3.5086], [-3.2385, -4.1292, 1.9971], [0.4194, -3.5900, -5.7698], [1.0649, -4.3941, -5.0696], [0.8510, -2.4717, -6.1675], [-0.7583, -3.7764, -6.1826], [7.0686, -4.9134, -3.6681], [6.6797, -3.5125, -3.2958], [5.5283, -3.1344, -3.4089], [7.7602, -2.6022, -2.7819], [6.1800, -5.4431, -4.0206], [7.8085, -4.8953, -4.4703], [7.4679, -5.4360, -2.7967], [8.5335, -2.4766, -3.5429], [8.1919, -3.0164, -1.8682], [7.3309, -1.6244, -2.5544], [4.2797, -5.6922, -4.0876], [-7.3951, -2.7735, 3.1922], [-11.2019, -4.5960, 2.5796], [-11.8306, -4.1850, 3.1856], [-11.6765, -5.3624, 2.2348]], "forces_ev_per_a": [[0.233, 0.460, 0.358], [-1.072, 0.226, 0.482], [1.493, -0.379, -1.205], [-0.712, 3.039, -1.155], [0.880, 0.067, 0.551], [0.992, 0.301, 1.235], [1.051, -2.392, 0.236], [0.154, -2.734, 0.939], [4.076, -2.393, -0.723], [2.105, 0.500, -1.174], [0.731, 3.529, -1.802], [-3.838, 3.086, 0.926], [-2.478, -0.641, 2.171], [3.046, -0.972, -0.048], [-0.994, 0.421, -0.177], [-1.364, -1.236, 1.002], [-0.874, 0.264, -2.222], [0.493, 1.163, 0.401], [-1.292, 0.010, -1.265], [0.735, -1.666, 0.416], [0.136, -1.010, -0.074], [0.991, 0.416, -0.579], [-0.760, -1.540, 0.746], [-1.740, -1.009, -0.066], [-0.656, 1.242, 0.673], [-1.266, -1.247, 0.487], [1.269, -0.976, 0.357], [-1.232, -0.614, -1.338], [-0.691, 0.441, 1.706], [2.055, -2.559, 0.364], [1.334, 0.971, -1.243], [-0.611, 1.797, -0.711], [-1.723, 0.774, 0.404], [-1.813, -0.274, 1.206], [0.376, 0.823, 0.718], [-0.144, 0.907, 0.539], [0.500, -0.664, -1.219], [-0.056, 0.105, -0.155], [0.436, 0.092, 0.071], [0.195, -0.185, 0.144], [-0.224, 0.100, 0.030], [-0.081, -0.184, 0.002], [-0.347, 0.266, -0.078], [0.158, -0.327, -0.195], [0.446, 1.355, -1.038], [-2.085, 1.492, 0.529], [0.399, 0.268, 0.170], [1.542, -1.550, -0.330], [-0.810, 0.601, 0.066], [1.855, 0.615, -0.288], [-0.301, -0.950, 0.165], [0.038, 0.358, 0.109], [-0.055, -0.260, -0.455], [5.706, -0.269, -0.425], [-0.263, 0.266, 0.455], [-0.216, -0.229, -0.361], [-0.556, 0.900, -0.644], [0.987, -1.148, 0.589], [1.125, 0.854, 0.029], [-1.034, -0.839, 0.090], [0.066, 0.008, 0.125], [-0.453, 0.646, 0.087], [0.309, -0.720, -0.166], [-0.273, 0.230, -0.001], [0.291, -0.115, -0.125], [0.003, -0.170, 0.093], [0.108, -0.042, -0.146], [0.101, -0.123, 0.140], [0.156, -0.040, -0.138], [0.018, -0.169, -0.053], [-0.879, 0.706, 0.062], [-5.762, 0.260, 0.696], [-0.189, 0.048, 0.129], [0.091, -0.061, -0.096], [0.164, 0.079, 0.000]], "mulliken_charge": [-0.545, 0.499, -0.907, 0.958, -1.201, -0.307, -0.191, 1.311, -0.073, -0.500, -0.495, -0.381, -0.807, -0.714, 0.834, -0.588, -0.598, -0.180, 0.146, 0.203, -0.180, 0.086, 0.224, -0.027, 0.290, 0.297, 0.305, 0.186, 0.313, -0.755, 0.124, 0.340, 0.409, 0.575, 0.330, 0.284, -0.021, -0.537, 0.033, -0.197, 0.438, 0.370, 0.033, 0.050, 0.844, -0.967, 0.284, 1.042, -0.794, -0.521, 0.029, -0.799, 0.303, 0.249, -0.072, 0.169, 0.760, -0.714, -0.571, -0.586, -0.806, 0.912, -0.477, -1.155, -0.178, 0.341, 0.337, 0.362, 0.350, 0.297, 0.960, 0.954, -0.619, 0.317, 0.313], "total_charge": 0, "multiplicity": 1}

---

| no. | DFT total energy (Ha) | gap between HOMO and LUMO (eV) | highest occupied orbital energy (eV) |
| --- | --- | --- | --- |
| 1 | -1664.72057 | 6.20 | -3.50 |
| 2 | -8808.28513 | 1.76 | -4.36 |